C6H9N2S | ωB97M-V with the def2-TZVPD basis set

Last column: Mulliken charge in e.
Atoms and positions in Å:
1 C -1.9288 -1.8420 0.7949  -0.107
2 C -2.0788 -0.1107 -0.5304  0.437
3 C 1.2056 -1.2580 -0.5641  -0.759
4 C 1.1312 -0.3591 0.3641  0.308
5 C -1.6108 1.0775 -1.2886  -0.909
6 C 1.3420 0.6277 1.3129  -0.724
7 N -3.2258 -1.9696 0.4960  -0.260
8 N -1.2783 -0.8524 0.2776  -0.122
9 S -3.7303 -0.7554 -0.4160  0.294
10 H -1.5529 -2.4610 1.5488  0.477
11 H 0.3916 -1.8555 -0.8684  0.252
12 H 2.0795 -1.2912 -1.0829  0.329
13 H -0.5577 0.9244 -1.4313  0.283
14 H -2.1048 1.1984 -2.2898  0.386
15 H -1.6700 1.9852 -0.7241  0.318
16 H 0.9145 1.6339 1.0558  0.255
17 H 0.7593 0.1452 2.1954  0.227
18 H 2.4004 0.5666 1.6100  0.315

## Properties
Energy above the lowest of the compared OMol25 structures with the same formula, charge and spin = 232.7 kJ/mol
HOMO energy (spin up / spin down) = -9.88 / -13.08 eV
Net charge = +1
DFT total energy = -20169.4882 eV
Multiplicity = 3

C73H137N5O19 | ωB97M-V with the def2-TZVPD basis set

Last column: Mulliken charge in e.
Atoms and positions in Å:
1 C -6.0365 -0.4293 -2.8186  -1.498
2 C -6.1147 -1.8023 -3.5464  1.382
3 C -5.3241 -2.8044 -2.6454  -1.092
4 C -7.6545 -2.2815 -3.5005  -1.112
5 C -8.4620 -1.5915 -4.5667  -0.815
6 C -7.7831 -1.5574 -5.9860  -1.146
7 C -6.3749 -1.0262 -5.9429  1.795
8 C -5.7346 -1.4079 -7.2681  -2.141
9 C -6.3331 0.4807 -5.7315  -1.255
10 N -5.6070 -1.8178 -4.9174  0.231
11 O -4.3153 -1.2838 -4.7808  0.115
12 H -5.1071 -0.0159 -3.1041  0.023
13 H -6.8793 0.2257 -3.0227  0.292
14 H -6.0189 -0.6359 -1.7283  0.525
15 H -5.8138 -2.8036 -1.6167  0.439
16 H -5.3337 -3.7916 -3.1153  0.416
17 H -4.2912 -2.4505 -2.5370  -0.328
18 H -7.6064 -3.4009 -3.6658  0.373
19 H -8.0011 -2.1325 -2.5070  0.376
20 H -9.4049 -2.0487 -4.6231  0.515
21 H -8.6406 -0.5632 -4.2138  0.299
22 H -8.4661 -0.9210 -6.6205  0.315
23 H -7.7165 -2.5084 -6.3988  0.534
24 H -5.8121 -2.4694 -7.3293  0.485
25 H -4.7018 -1.0516 -7.4868  0.275
26 H -6.2985 -1.0289 -8.1519  0.469
27 H -7.1761 0.8283 -5.1523  0.286
28 H -6.3051 1.0453 -6.7426  0.468
29 H -5.4207 0.8116 -5.2078  -0.124
30 H -3.8005 -1.8569 -5.3333  -0.087
31 C 1.8739 5.4077 1.6773  -1.444
32 C 1.8759 5.0560 0.1746  2.178
33 C 1.3210 3.6421 0.0603  -0.261
34 C 0.9947 5.9634 -0.7033  -1.105
35 C 1.6285 7.3202 -1.0545  -0.674
36 C 2.9185 7.0316 -1.7467  -0.981
37 C 3.8958 6.3015 -0.7888  1.017
38 C 5.1703 5.8699 -1.6780  -1.881
39 C 4.4319 7.1361 0.4399  -1.779
40 N 3.1993 5.0157 -0.5014  1.512
41 O 4.0663 4.2180 0.2275  -0.715
42 H 1.0884 4.7723 2.0979  0.085
43 H 2.8300 5.1322 2.0461  0.648
44 H 1.6669 6.4753 1.9175  0.162
45 H 1.4530 3.2355 -0.9674  -1.453
46 H 1.9543 2.9912 0.6967  -0.035
47 H 0.2278 3.5711 0.2944  0.311
48 H 0.8358 5.5179 -1.6995  -0.087
49 H 0.0492 6.0163 -0.1536  0.474
50 H 0.9418 7.8490 -1.7746  0.431
51 H 1.7332 8.0791 -0.2826  0.326
52 H 3.3416 7.9653 -2.1807  0.391
53 H 2.7735 6.4294 -2.6695  0.188
54 H 4.8516 5.3232 -2.5027  0.238
55 H 5.8691 5.2990 -1.0899  0.412
56 H 5.6501 6.7884 -2.0163  0.559
57 H 4.8994 6.4509 1.1309  0.333
58 H 3.7160 7.7487 1.0023  0.215
59 H 5.2273 7.7137 -0.0116  0.535
60 H 4.2657 3.4927 -0.3979  0.315
61 C 0.3584 4.8988 5.0921  -1.434
62 C 0.9165 3.4879 5.2673  2.197
63 C 2.3018 3.5231 4.7597  -1.612
64 C 0.9071 3.1593 6.7670  -2.049
65 C 1.2264 1.7177 7.1141  -0.566
66 C 0.2285 0.8798 6.2965  -1.978
67 C 0.2092 1.0955 4.8191  2.256
68 C 1.4122 0.3916 4.0627  -1.556
69 C -1.0803 0.3776 4.2247  -1.304
70 N -0.0098 2.5114 4.6404  -0.321
71 O 0.0771 2.7488 3.2238  1.407
72 H -0.7367 5.0325 5.0880  0.141
73 H 0.7844 5.5261 5.8769  0.537
74 H 0.7498 5.2843 4.1178  0.158
75 H 2.8999 2.6055 4.8108  0.302
76 H 2.2872 3.6661 3.7130  0.151
77 H 2.8480 4.4297 5.2204  0.372
78 H 1.5140 3.8786 7.2838  0.501
79 H -0.0342 3.4392 7.2308  0.423
80 H 2.3211 1.6156 6.7462  0.261
81 H 1.1666 1.4872 8.1911  0.426
82 H -0.7735 1.2384 6.6029  0.432
83 H 0.0913 -0.1558 6.5057  0.537
84 H 2.3461 0.7160 4.3804  1.024
85 H 1.2909 0.5618 3.0186  0.041
86 H 1.2941 -0.7191 4.2526  -0.001
87 H -0.9432 -0.7325 4.4802  0.133
88 H -1.1056 0.3790 3.1294  -0.319
89 H -2.0128 0.7286 4.6298  0.166
90 H -0.3540 3.5642 3.1244  -0.562
91 C -1.6622 -5.2669 2.5644  -1.649
92 C -0.2801 -5.2335 3.2226  1.779
93 C 0.2843 -3.7923 2.8905  -0.193
94 C -0.3950 -5.4017 4.7448  -1.402
95 C 1.0078 -5.6609 5.3705  -0.512
96 C 1.6174 -6.8699 4.6658  -1.309
97 C 1.7880 -6.8069 3.1694  1.544
98 C 2.9146 -5.8394 2.7009  -0.992
99 C 2.0163 -8.2159 2.5511  -1.984
100 N 0.4072 -6.3852 2.6456  0.242
101 O 0.2945 -6.4680 1.2814  -0.527
102 H -1.5091 -4.9571 1.5091  0.341
103 H -2.0595 -6.2617 2.6519  0.678
104 H -2.2916 -4.5201 3.1206  -0.101
105 H 1.2557 -3.5260 3.3387  0.024
106 H 0.2698 -3.5898 1.8027  0.251
107 H -0.4243 -3.0776 3.3224  -0.545
108 H -0.8406 -4.5510 5.2168  0.317
109 H -1.0937 -6.2625 4.9743  0.378
110 H 1.5968 -4.7483 5.2525  0.237
111 H 0.9506 -5.9912 6.4427  0.397
112 H 0.8960 -7.6129 4.9380  0.376
113 H 2.5736 -7.0689 5.1014  0.508
114 H 2.6865 -4.8025 2.9133  0.027
115 H 3.1109 -5.9672 1.6506  0.367
116 H 3.7642 -6.1317 3.3664  0.407
117 H 2.7969 -8.7744 2.9714  0.433
118 H 2.1433 -8.0148 1.4806  0.346
119 H 1.0669 -8.8359 2.7210  0.366
120 H 0.9992 -5.8925 0.8451  0.413
121 C 2.7541 -1.4961 0.5168  -0.933
122 C 4.1706 -1.1107 0.8107  3.409
123 C 4.0569 0.3680 1.2683  -0.743
124 C 4.8185 -2.0756 1.7758  -1.487
125 C 6.3314 -1.7897 2.0057  -0.670
126 C 7.0439 -1.9106 0.6820  -1.357
127 C 6.4639 -1.0910 -0.5082  1.607
128 C 6.8910 0.3632 -0.4134  -1.571
129 C 6.9660 -1.7134 -1.8352  -2.095
130 N 4.9847 -1.3290 -0.4809  0.412
131 O 4.3702 -0.6979 -1.6048  0.226
132 H 2.2331 -1.5833 1.4368  0.438
133 H 2.3752 -0.7621 -0.1534  0.090
134 H 2.6384 -2.4927 0.0562  -1.040
135 H 4.8881 0.8214 1.7898  0.506
136 H 3.8730 0.9448 0.3848  0.229
137 H 3.2459 0.6706 1.9482  -0.734
138 H 4.4115 -2.0966 2.7745  0.337
139 H 4.7495 -3.1081 1.3713  0.162
140 H 6.4850 -0.8005 2.4954  0.292
141 H 6.6849 -2.5304 2.7140  0.551
142 H 6.9498 -2.9188 0.3016  0.413
143 H 8.1001 -1.5810 0.7797  0.296
144 H 6.7051 0.7244 0.6372  0.319
145 H 6.3045 1.0305 -1.0572  0.059
146 H 7.8884 0.4019 -0.6665  0.702
147 H 8.0273 -1.5494 -1.8601  0.560
148 H 6.5749 -1.2555 -2.7392  0.260
149 H 6.7862 -2.7529 -1.8858  0.384
150 H 4.4786 0.3119 -1.4959  -0.223
151 O -1.7783 5.2379 1.5628  -0.570
152 C -2.5673 4.5667 2.1171  0.497
153 C -3.4381 3.5257 1.4332  -0.040
154 C -3.8827 2.6210 2.5549  0.572
155 C -3.8417 3.5757 3.7412  -0.852
156 O -2.8094 4.5500 3.4192  -0.349
157 H -4.3177 4.1199 1.1301  0.398
158 H -2.8985 3.0410 0.6048  -0.419
159 H -4.7794 2.1071 2.3542  0.819
160 H -3.0680 1.9404 2.7392  -0.805
161 H -4.7475 4.1156 3.8219  0.302
162 H -3.5187 3.1379 4.7093  0.362
163 O -0.5677 -2.1247 -3.9447  -0.466
164 C -1.2718 -2.9802 -4.3951  0.538
165 C -1.9871 -4.1485 -3.7498  0.112
166 C -2.8555 -4.6711 -4.8558  -0.160
167 C -2.1629 -4.2136 -6.1069  -0.639
168 O -1.5860 -2.9683 -5.7152  -0.446
169 H -1.1761 -4.8187 -3.3640  0.390
170 H -2.5278 -3.7770 -2.8662  -0.047
171 H -2.9345 -5.7570 -4.6533  0.458
172 H -3.8483 -4.2596 -4.7970  -0.234
173 H -1.4022 -4.9568 -6.4594  0.268
174 H -2.8445 -3.9670 -6.9608  0.377
175 O 4.1035 2.3793 -1.8001  -0.752
176 C 3.2250 2.3278 -2.6183  0.323
177 C 2.9752 3.4113 -3.6489  -0.201
178 C 1.8351 2.9656 -4.4925  -0.400
179 C 1.2221 1.9160 -3.5923  -0.152
180 O 2.3254 1.3416 -2.7698  0.089
181 H 2.7151 4.3244 -3.1215  -0.694
182 H 3.8919 3.6582 -4.0958  0.886
183 H 1.0509 3.7080 -4.7793  0.031
184 H 2.2599 2.4937 -5.3760  0.419
185 H 0.4567 2.3131 -2.9263  -0.633
186 H 0.8667 1.0966 -4.1789  0.856
187 O 2.7959 -5.1171 -0.5237  -0.543
188 C 2.9496 -4.4606 -1.4760  0.205
189 C 4.2246 -4.1915 -2.3440  -0.252
190 C 3.7909 -3.0830 -3.3372  -0.543
191 C 2.3707 -2.7351 -2.9670  0.879
192 O 1.8793 -3.8068 -2.0395  -0.292
193 H 5.0738 -3.9896 -1.6653  -0.185
194 H 4.3996 -5.1502 -2.7705  0.630
195 H 4.4013 -2.2360 -3.2072  -0.146
196 H 3.8121 -3.5161 -4.3428  0.522
197 H 2.2610 -1.7506 -2.4799  -0.544
198 H 1.6923 -2.6578 -3.8370  0.242
199 O -3.8663 -0.6043 2.0670  -0.283
200 C -4.1478 -0.8333 3.2162  -0.251
201 C -3.8022 -2.0909 3.9538  0.853
202 C -4.5933 -2.0110 5.2764  -0.740
203 C -4.7496 -0.5061 5.4407  -0.253
204 O -4.7459 0.0248 4.0494  -0.365
205 H -4.0404 -3.0618 3.4590  0.434
206 H -2.7010 -2.1212 4.0164  -0.653
207 H -5.5599 -2.4982 5.1254  0.328
208 H -4.1509 -2.4530 6.1776  0.352
209 H -5.6807 -0.1521 5.8950  0.412
210 H -3.8351 -0.0527 5.9152  0.069
211 O -3.3030 2.4336 -6.7046  -0.512
212 C -2.7962 3.1428 -5.9369  0.275
213 C -2.1941 2.7765 -4.5777  0.818
214 C -2.1246 4.1397 -3.8902  0.545
215 C -2.0694 5.1186 -5.0713  -0.585
216 O -2.6468 4.4679 -6.1695  -0.417
217 H -2.8753 2.0270 -4.1273  -0.272
218 H -1.2066 2.3683 -4.8220  -0.221
219 H -2.9843 4.2641 -3.1721  0.318
220 H -1.2528 4.1730 -3.2172  -0.622
221 H -2.6938 5.9576 -4.8993  0.341
222 H -1.0498 5.4000 -5.3332  0.304
223 O -1.2894 1.9777 -1.4056  -0.493
224 C -1.3914 0.8621 -0.9444  0.024
225 C -2.6263 -0.0419 -0.7252  1.344
226 C -2.0090 -1.4685 -0.6464  0.584
227 C -0.5541 -1.1657 -0.1505  0.391
228 O -0.2501 0.1720 -0.6310  0.502
229 H -3.0799 0.2258 0.2801  -0.383
230 H -3.1975 0.1021 -1.6097  -0.661
231 H -2.6426 -2.1115 0.0404  0.732
232 H -1.8621 -1.8668 -1.6483  -1.105
233 H -0.4373 -1.1811 0.9670  -0.671
234 H 0.1103 -1.8761 -0.5569  -0.262

## Properties
SMILES = CC1(C)CCCC(C)(C)N1O.CC1(C)CCCC(C)(C)N1O.CC1(C)CCCC(C)(C)N1O.CC1(C)CCCC(C)(C)N1O.CC1(C)CCCC(C)(C)N1O.O=C1CCCO1.O=C1CCCO1.O=C1CCCO1.O=C1CCCO1.O=C1CCCO1.O=C1CCCO1.O=C1CCCO1
HOMO energy = -7.92 eV
DFT total energy = -124270.2350 eV

Short version: F_max = 0.062, 0.082 hartree/bohr, in the order given.